Entry 1:
ORCA calculation (ωB97M-V with the def2-TZVPD basis set) on a molecular structure, C2H2I2O.

Last column: Löwdin charge in e.
Positions of all 7 atoms, in Å:
I 1.52 2.03 -0.29  0.663
I 1.40 -1.69 -0.17  0.851
O -1.33 -1.35 -0.68  -0.083
C -1.32 -0.22 -0.37  -0.131
C 0.79 0.19 0.41  -1.287
H -2.00 0.64 -0.34  0.106
H 0.94 0.40 1.43  -0.119

Calculated values
- Highest occupied orbital energy: -8.506 eV
- HOMO-LUMO gap: 8.51 eV
- Strongest force on any atom: 3.48 eV/Å

***

Entry 2:
ORCA calculation (ωB97M-V with the def2-TZVPD basis set) on a single C3H3IN2O2 molecule.

Last column: Löwdin spin population.
Positions of all 11 atoms, in Å:
I -3.41 1.36 -1.25  0.165
O -0.72 1.82 0.40  0.161
O 1.37 1.35 1.33  0.148
N 0.22 -0.11 -0.05  0.194
N -0.81 -0.17 -0.81  0.632
C 1.01 -1.35 0.04  0.009
C 0.39 1.01 0.67  0.053
C -1.52 1.28 -0.48  0.629
H 0.39 -2.28 0.39  0.005
H 1.30 -1.57 -0.97  0.004
H 1.78 -1.33 0.73  -0.001

Calculated values
- 2S+1: 3
- ⟨S²⟩: 2.014
- Highest occupied orbital energy (spin up / spin down): -6.683 / -10.280 eV
- HOMO-LUMO gap (spin up / spin down): 6.80 / 8.82 eV
- Strongest force on any atom: 5.24 eV/Å

***

Entry 3:
ORCA calculation (ωB97M-V with the def2-TZVPD basis set) on a molecular structure, C49H51BiFN5O2S.

Last column: Löwdin charge in e.
Positions of all 110 atoms, in Å:
Bi -0.45 -0.39 0.67  1.791
S -2.87 0.37 1.59  0.582
F -1.59 2.61 0.26  -0.066
O 0.60 1.09 -0.76  -0.269
O 1.51 -2.49 1.39  -0.204
N 1.31 -1.69 -1.13  -0.009
N 0.27 1.51 2.03  -0.116
N -3.43 1.94 -2.43  -0.154
N 1.42 -1.38 -2.33  0.092
N -2.43 -2.24 1.74  -0.041
C -1.64 -0.92 -1.33  -0.262
C 0.09 5.67 1.22  -0.119
C 1.06 0.75 4.27  -0.144
C 3.06 1.27 1.01  -0.367
C 1.01 1.06 -1.97  -0.355
C -2.76 -3.51 2.00  -0.153
C 1.65 -3.06 -0.87  -0.177
C 1.73 -3.46 0.47  -0.246
C -2.32 -0.87 -3.67  -0.063
C -2.04 1.30 -2.48  -0.077
C 1.78 0.40 -6.98  -0.099
C -2.02 -0.20 -2.48  -0.263
C 1.50 2.49 -3.90  -0.026
C 1.04 3.82 2.44  -0.036
C 1.90 -4.01 -1.86  -0.017
C -3.36 -1.28 1.89  -0.749
C -1.13 -0.30 4.86  -0.060
C 2.04 -4.77 0.80  -0.021
C 2.21 -5.32 -1.53  -0.092
C 1.75 1.50 -6.16  -0.050
C -0.76 4.77 0.59  -0.047
C 1.45 -1.04 -5.08  -0.031
C -0.26 0.95 5.01  -0.363
C -4.31 1.35 -1.38  -0.011
C 4.13 2.37 1.04  -0.052
C 3.62 0.35 3.25  -0.051
C 0.23 2.86 1.79  -0.273
C 2.08 0.23 5.06  -0.062
C -1.68 -2.31 -1.43  -0.161
C -4.97 -2.91 2.62  -0.080
C 1.25 -0.10 -2.77  -0.144
C 1.56 1.35 -4.77  -0.182
C -4.12 1.93 -3.75  -0.002
C -4.65 -1.59 2.35  -0.102
C 1.43 0.06 -4.20  -0.099
C -4.00 -3.90 2.43  -0.082
C -1.02 2.25 4.72  -0.060
C -2.04 -2.98 -2.59  -0.076
C 1.62 -0.88 -6.43  -0.086
C 2.64 0.87 2.42  -0.138
C 1.31 1.05 2.91  -0.224
C 1.75 -2.78 2.76  -0.052
C -2.34 -2.25 -3.74  -0.083
C -0.69 3.43 0.90  -0.220
C 3.36 0.02 4.57  -0.088
C 1.23 2.35 -2.58  0.000
C 3.58 0.07 0.22  -0.052
C 0.98 5.17 2.17  -0.100
C 2.28 -5.70 -0.20  -0.084
H 2.51 -6.72 0.07  0.103
H 4.14 -0.37 5.21  0.101
H 1.63 5.85 2.70  0.100
H -1.54 2.21 3.77  0.047
H -3.85 1.46 -0.41  0.005
H 1.64 -1.74 -7.08  0.100
H 1.85 -3.69 -2.89  0.097
H -3.46 2.33 -4.51  0.105
H 1.73 3.46 3.20  0.112
H -4.43 0.29 -1.58  0.109
H 3.86 0.37 -0.79  0.086
H 1.87 0.01 6.10  0.110
H -2.11 -0.15 5.33  0.082
H -5.96 -3.17 2.97  0.105
H -4.22 -4.94 2.63  0.098
H -2.49 -0.30 -4.58  0.108
H 2.81 -0.70 0.15  0.040
H 2.19 1.66 0.50  0.091
H 1.58 -1.86 3.30  0.069
H -5.02 2.54 -3.68  0.102
H -1.57 1.71 -3.38  0.131
H -5.28 1.85 -1.40  0.104
H -0.66 -1.17 5.32  0.078
H 3.80 3.24 1.61  0.069
H -0.35 3.11 4.71  0.076
H 4.34 2.71 0.02  0.079
H 1.07 -3.56 3.13  0.096
H 5.07 2.01 1.47  0.073
H 1.32 -2.03 -4.66  0.093
H -1.38 -2.92 -0.57  0.072
H 1.65 3.48 -4.32  0.114
H -1.51 1.67 -1.60  0.090
H -5.37 -0.79 2.49  0.097
H 0.04 6.73 0.99  0.091
H -1.96 -4.24 1.84  0.107
H 2.78 -3.10 2.91  0.106
H 2.09 -5.07 1.84  0.103
H -4.39 0.91 -3.99  0.096
H -1.77 2.40 5.51  0.079
H -3.26 2.90 -2.16  0.175
H 1.14 3.20 -1.92  0.122
H 2.41 -6.04 -2.32  0.100
H 1.86 2.50 -6.56  0.108
H 4.46 -0.37 0.70  0.080
H 4.63 0.22 2.87  0.108
H -2.56 -2.75 -4.67  0.103
H 1.93 0.53 -8.05  0.097
H 0.02 1.01 6.07  0.118
H -2.04 -4.06 -2.62  0.105
H -1.30 -0.53 3.81  0.025
H -1.49 5.10 -0.14  0.106

Calculated values
- Highest occupied orbital energy: -6.556 eV
- HOMO-LUMO gap: 6.32 eV
- Strongest force on any atom: 0.59 eV/Å

***

What are the energy relative to the best compared isomer or geometry (same formula, charge and spin) values for these records? In order: 2.808, 0.000, 0.000 eV.